1.
Below is C35H45BiN4OP2S3Se as an isolated structure, with properties calculated with ωB97M-V with the def2-TZVPD basis set.

As for the total energy: -167304.9087 eV. The HOMO-LUMO gap comes out at 7.4608 eV. The max |F| comes out at 1.472 eV Å⁻¹. Its charge is 0. For the energy above the lowest of the compared OMol25 structures with the same formula, charge and spin, the calculation gives 45.2 kcal per mole. As for the LUMO energy: 0.0134 Eh.

Structure (XYZ):
```
92
Properties=species:S:1:pos:R:3:forces:R:3:lowdin_charge:R:1
Bi 0.616 0.071 0.035 0.138 0.289 -0.120 1.05
S -0.734 -0.883 1.897 -0.192 -0.273 0.376 0.53
C 0.306 -0.566 3.291 -0.123 0.016 -0.081 -0.67
C -0.269 -0.742 4.547 0.014 -0.048 0.000 -0.14
C 0.460 -0.531 5.701 -0.039 0.010 0.054 -0.10
C 1.781 -0.118 5.611 0.092 -0.033 0.113 -0.10
C 2.361 0.057 4.371 0.034 0.012 -0.057 -0.14
C 1.639 -0.171 3.202 0.214 -0.003 -0.312 -0.68
S 2.511 0.028 1.673 0.220 -0.232 0.298 0.49
H -1.301 -1.055 4.588 -0.121 -0.020 0.116 0.09
H 0.002 -0.683 6.668 -0.049 0.016 0.028 0.10
H 2.360 0.058 6.507 0.027 0.018 0.036 0.10
H 3.394 0.366 4.274 0.046 0.041 0.102 0.10
C 0.071 -2.816 -4.222 0.017 0.135 0.202 -0.32
P -0.388 -1.291 -3.285 0.281 -0.614 -0.965 0.71
C 0.589 -0.073 -4.250 -0.132 -0.048 0.073 -0.29
C -2.075 -1.055 -4.025 0.211 -0.164 -0.015 -0.43
C -2.694 0.206 -3.445 0.161 0.118 0.116 -0.42
P -1.995 0.439 -1.746 -1.303 0.608 0.317 0.70
C -3.176 1.746 -1.190 0.166 -0.098 0.050 -0.27
C -2.745 -1.015 -0.910 0.109 0.038 -0.093 -0.31
H -0.079 -2.697 -5.295 -0.066 0.014 -0.061 0.04
H -0.535 -3.641 -3.851 0.006 -0.113 -0.044 0.03
H 1.116 -3.043 -4.022 -0.002 -0.062 -0.027 -0.01
H 0.462 -0.222 -5.324 0.005 0.004 -0.031 0.04
H 1.638 -0.200 -3.985 0.060 0.058 -0.019 0.03
H 0.285 0.935 -3.976 0.048 0.039 -0.079 -0.03
H -2.655 -1.932 -3.722 0.010 0.025 -0.056 0.08
H -2.033 -1.040 -5.119 0.004 -0.051 0.062 0.08
H -3.788 0.155 -3.408 0.113 0.061 0.026 0.08
H -2.415 1.086 -4.032 -0.022 -0.024 0.010 0.08
H -4.209 1.398 -1.252 -0.018 0.038 -0.019 0.04
H -3.053 2.620 -1.833 -0.030 0.037 0.041 0.04
H -2.952 2.029 -0.162 0.005 0.033 0.046 0.03
H -3.755 -1.189 -1.277 -0.114 -0.037 0.039 0.05
H -2.767 -0.847 0.165 -0.085 0.024 0.032 -0.01
H -2.131 -1.894 -1.107 -0.037 -0.099 0.065 0.02
C 5.051 -2.563 -2.238 0.114 0.363 -0.342 -0.03
N 4.536 -3.621 -1.416 -0.399 -0.154 0.374 -0.08
C 3.278 -3.680 -0.921 -0.507 0.406 -0.051 -0.70
Se 1.909 -2.510 -1.262 0.153 -0.401 -0.169 0.59
N 3.171 -4.811 -0.185 0.036 0.251 -0.083 0.12
C 4.359 -5.501 -0.215 0.805 -0.097 -0.236 -0.18
C 4.764 -6.693 0.356 -0.088 0.117 -0.029 -0.01
C 6.054 -7.118 0.088 0.039 -0.056 0.008 -0.09
C 6.913 -6.377 -0.720 0.022 -0.050 0.014 -0.09
C 6.521 -5.174 -1.282 -0.147 0.076 0.023 -0.01
C 5.231 -4.740 -1.016 0.135 -0.756 0.387 -0.16
H 4.425 -1.681 -2.098 0.069 -0.107 -0.032 0.06
H 5.034 -2.853 -3.292 -0.007 0.048 0.053 0.10
H 6.076 -2.332 -1.948 -0.046 -0.049 0.046 0.10
H 2.326 -5.074 0.296 0.009 0.128 -0.072 0.16
H 4.098 -7.261 0.983 -0.070 -0.127 0.081 0.11
H 6.402 -8.049 0.511 0.015 -0.062 0.038 0.10
H 7.905 -6.756 -0.914 0.083 0.012 -0.008 0.10
H 7.192 -4.606 -1.906 0.058 0.078 -0.073 0.11
C 3.931 6.000 -3.115 0.088 0.034 -0.032 -0.02
C 3.712 4.721 -2.383 0.455 -0.165 0.162 -0.32
C 4.696 4.152 -1.575 -0.168 -0.066 -0.046 0.00
C 4.365 2.979 -0.920 0.360 0.176 -0.062 -0.11
N 3.167 2.424 -1.021 -0.124 -0.394 0.297 0.09
C 2.303 3.060 -1.788 -0.328 -0.202 -0.229 -0.65
S 0.650 2.454 -1.852 0.030 -0.129 -0.185 0.85
N 2.529 4.144 -2.505 -0.043 0.289 -0.396 0.12
H 4.430 5.818 -4.067 0.062 -0.010 -0.066 0.09
H 4.561 6.652 -2.516 0.049 0.185 -0.050 0.08
H 2.976 6.476 -3.320 -0.041 0.046 0.025 0.08
H 5.670 4.606 -1.481 0.072 0.023 0.096 0.11
H 5.071 2.457 -0.288 0.120 0.024 0.062 0.11
C 3.658 7.388 1.055 -0.042 -0.035 0.014 -0.05
C 2.630 6.316 0.851 -0.017 -0.075 -0.016 -0.27
C 1.754 6.379 -0.222 -0.019 -0.040 0.136 -0.03
C 0.857 5.360 -0.490 0.013 0.141 0.071 -0.24
C -0.048 5.529 -1.673 -0.066 -0.048 -0.080 -0.07
C 0.837 4.211 0.325 -0.054 0.269 0.168 -0.14
C -0.023 3.057 -0.121 -0.210 0.368 -0.709 -0.59
O -0.167 1.999 0.678 -0.041 -0.537 0.346 -0.49
C 1.619 4.195 1.487 0.016 0.049 -0.116 -0.18
C 1.566 3.148 2.556 -0.083 -0.075 0.193 -0.06
C 2.520 5.234 1.704 -0.040 0.184 -0.110 -0.01
H 3.243 8.365 0.813 0.067 0.078 -0.013 0.08
H 4.518 7.212 0.402 0.043 0.069 0.034 0.07
H 4.008 7.405 2.085 0.074 0.028 0.037 0.07
H 1.780 7.238 -0.880 -0.029 0.124 -0.061 0.11
H 0.106 6.509 -2.120 -0.089 0.084 0.021 0.08
H -1.095 5.428 -1.388 -0.134 0.073 0.008 0.08
H 0.157 4.780 -2.435 -0.060 0.121 -0.026 0.03
H -0.997 3.429 -0.475 0.049 0.051 0.093 0.09
H 0.628 2.606 2.541 0.098 -0.095 0.098 0.07
H 1.684 3.614 3.535 0.050 0.097 0.013 0.09
H 2.381 2.439 2.424 -0.079 -0.030 0.030 0.02
H 3.143 5.179 2.585 0.099 0.053 0.146 0.12
```
Positions in Å, forces in eV/Å.

2.
Below is a 3-piece molecular cluster, C7H12O2 overall, with properties calculated with ωB97M-V with the def2-TZVPD basis set.

As for the total energy: -11543.3141 eV. The HOMO-LUMO gap comes out at 7.5026 eV. The max |F| comes out at 5.567 eV Å⁻¹. Its charge is 0. For the energy above the lowest of the compared OMol25 structures with the same formula, charge and spin, the calculation gives 117.4 kcal per mole. As for the LUMO energy: 0.0225 Eh.

Structure (XYZ):
```
21
Properties=species:S:1:pos:R:3:forces:R:3:lowdin_charge:R:1
C -0.534 -0.479 0.270 -3.936 1.506 -1.282 -0.49
C 0.181 0.478 -0.475 5.326 -1.044 1.237 -0.04
C -0.653 -0.418 1.753 0.059 0.176 0.595 0.00
C 2.889 -0.905 -0.870 -0.178 -0.021 0.016 -0.06
C 2.054 -0.172 0.166 -0.301 1.666 -0.736 -0.30
C -2.107 0.690 -0.642 -0.186 -1.130 1.449 -0.07
C -2.562 1.847 -0.180 0.133 -0.344 0.144 -0.09
O -0.703 -1.727 -0.220 0.251 -0.232 -0.112 0.05
O 2.530 0.213 1.207 -0.752 -0.455 -0.588 0.03
H -0.644 -1.721 -1.187 0.074 0.050 0.221 0.12
H 0.302 0.346 -1.542 -0.334 0.119 -0.017 0.10
H 0.278 1.474 -0.067 -0.274 -0.004 -0.105 0.11
H -2.672 0.129 -1.389 0.081 -0.080 -0.026 0.05
H 0.307 -0.205 2.235 0.046 -0.052 -0.311 0.08
H -1.331 0.378 2.064 -0.016 -0.035 -0.154 0.09
H -1.016 -1.359 2.166 -0.108 0.020 -0.239 0.09
H 2.565 -1.947 -0.933 0.029 0.022 0.001 0.08
H 3.956 -0.852 -0.632 -0.168 -0.072 0.090 0.08
H 2.714 -0.447 -1.848 -0.010 -0.059 0.051 0.07
H -3.529 2.267 -0.460 0.280 0.067 -0.293 0.04
H -2.025 2.410 0.584 -0.015 -0.098 0.060 0.05
```
Positions in Å, forces in eV/Å.

3.
Below is C11H27FNO6PSi2 as an isolated structure, with properties calculated with ωB97M-V with the def2-TZVPD basis set.

As for the total energy: -53374.9847 eV. The HOMO-LUMO gap comes out at 8.5257 eV. The max |F| comes out at 8.539 eV Å⁻¹. Its charge is 0. As for the LUMO energy: 0.0107 Eh.

Structure (XYZ):
```
49
Properties=species:S:1:pos:R:3:forces:R:3:lowdin_charge:R:1
C 4.448 -0.526 0.541 -1.429 0.356 0.182 -0.01
C 3.762 0.626 -0.457 0.035 0.026 -6.076 -0.26
O 3.743 0.405 -1.800 -0.102 1.142 8.462 -0.07
O 3.214 1.902 0.037 0.146 -4.063 -1.271 -0.12
C 2.085 2.366 -0.817 -0.028 1.417 -1.257 -0.18
C 1.326 3.571 0.009 -0.160 -0.472 -0.377 -0.16
C -0.214 3.229 0.456 -0.497 0.878 0.789 -0.22
C -0.366 2.813 2.060 -0.346 1.445 -0.171 -0.26
C -1.779 2.049 2.382 -0.294 0.892 0.466 -0.30
Si -1.777 0.150 2.064 -1.959 0.612 -0.430 0.52
C -0.504 -0.455 0.748 1.866 -0.475 -1.452 -0.24
C 0.761 -1.272 1.477 0.095 0.986 -0.170 -0.16
F 1.157 -2.488 0.711 -0.959 2.231 1.693 -0.15
O -3.462 -0.297 1.693 2.930 -1.645 0.490 -0.49
Si -3.622 -2.030 1.449 -0.762 2.789 0.383 0.37
P -4.209 -2.410 -0.638 -1.220 -0.499 -1.951 0.67
C -3.398 -1.156 -1.846 -0.033 1.103 -0.585 -0.37
O -5.940 -2.017 -0.698 2.080 1.125 -1.786 -0.44
H 4.130 -1.582 0.085 0.958 2.538 0.778 0.10
H 5.611 -0.386 0.611 -2.425 -0.246 -0.275 0.10
H 3.948 -0.495 1.623 1.307 0.228 -2.366 0.09
H 1.382 1.489 -1.150 1.415 1.593 0.896 0.12
H 2.553 2.823 -1.815 -1.028 -1.111 2.213 0.14
H 1.272 4.498 -0.726 0.337 -1.862 1.766 0.12
H 1.979 3.794 0.974 -1.400 -0.230 -2.154 0.13
H -0.768 2.451 -0.220 1.295 1.368 1.104 0.10
H -0.826 4.248 0.348 1.215 -2.294 0.164 0.12
H 0.595 2.274 2.468 -1.944 0.705 -0.876 0.11
H -0.415 3.856 2.639 0.285 -2.292 -1.166 0.12
H -2.038 2.213 3.532 0.498 -0.405 -2.413 0.10
H -2.702 2.501 1.781 2.111 -0.693 1.147 0.10
H -1.409 -0.522 3.332 0.025 -0.117 -0.021 0.00
H 0.008 0.457 0.195 -1.230 -1.808 1.074 0.05
H -1.002 -1.108 -0.119 1.163 1.225 2.011 0.08
H 1.744 -0.598 1.533 -2.270 -1.464 -0.350 0.10
H 0.453 -1.484 2.587 0.721 -0.443 -2.261 0.09
H -4.672 -2.588 2.328 -0.002 0.075 -0.076 -0.05
H -2.388 -2.763 1.735 0.416 0.003 -0.063 -0.05
H -4.040 -1.192 -2.841 1.382 -0.063 1.980 0.06
H -3.416 -0.042 -1.471 0.127 -2.135 -0.665 0.05
H -2.300 -1.478 -2.120 -2.235 0.551 0.602 0.05
H -6.028 -1.532 -1.587 -0.078 -1.017 1.975 0.05
C 2.187 -2.598 -2.463 0.179 -0.051 0.143 0.03
N 1.473 -2.962 -3.717 -0.323 -0.443 -0.841 -0.42
O 1.864 -3.969 -4.319 -0.771 1.493 0.645 0.05
O 0.540 -2.227 -4.061 1.204 -1.107 0.338 0.04
H 2.979 -3.327 -2.283 -0.255 0.116 -0.164 0.10
H 2.606 -1.599 -2.601 -0.148 -0.077 0.079 0.08
H 1.456 -2.613 -1.652 0.108 0.114 -0.164 0.08
```
Positions in Å, forces in eV/Å.

4.
Below is an isolated ion of composition C12H12IN2 and charge +1, with properties calculated with ωB97M-V with the def2-TZVPD basis set.

As for the total energy: -23710.1178 eV. The HOMO-LUMO gap comes out at 5.8031 eV. The max |F| comes out at 4.486 eV Å⁻¹. Its SMILES is C[N@H+]1C=C2C=c3ccccc3=CN2[C@@H]1I. Its charge is +1. As for the LUMO energy: -0.1761 Eh.

Structure (XYZ):
```
27
Properties=species:S:1:pos:R:3:forces:R:3:lowdin_charge:R:1
C -2.512 -2.798 -0.414 -2.666 0.953 -0.147 0.06
N -2.296 -1.568 0.382 3.072 -0.075 -1.791 -0.14
C -1.119 -1.600 1.275 -0.187 -1.044 1.269 0.00
C -0.282 -0.625 0.895 3.065 1.469 -0.635 -0.16
C 1.025 -0.134 1.304 0.104 -1.189 1.527 0.06
C 1.608 0.961 0.737 -0.378 0.719 -0.301 -0.16
C 2.828 1.554 1.203 0.086 -2.417 1.710 -0.03
C 3.323 2.679 0.723 -0.440 1.112 -0.528 -0.07
C 2.657 3.395 -0.295 -3.921 1.010 -1.765 -0.03
C 1.412 2.939 -0.795 2.687 0.042 0.151 -0.01
C 0.927 1.693 -0.294 -2.101 -0.566 -1.532 -0.14
C -0.269 1.176 -0.817 2.411 1.091 0.790 0.00
N -0.731 0.014 -0.297 -1.339 -0.762 1.465 -0.04
C -2.057 -0.386 -0.457 -2.071 1.717 -3.590 -0.51
I -3.668 1.260 0.093 0.990 -0.921 -0.022 0.71
H -3.454 -2.693 -0.975 0.197 0.191 0.188 0.12
H -1.748 -2.781 -1.116 1.631 -0.646 -1.001 0.09
H -2.644 -3.671 0.177 0.551 -0.576 0.702 0.11
H -2.915 -1.257 1.030 -3.722 0.284 1.920 0.07
H -1.306 -2.167 2.204 0.726 0.523 -0.788 0.15
H 1.604 -0.575 2.158 -1.055 0.116 -0.890 0.15
H 3.316 1.045 2.051 -0.161 0.308 -0.513 0.13
H 4.142 3.158 1.176 1.145 0.215 0.460 0.11
H 2.868 4.445 -0.546 0.675 -0.765 -0.055 0.12
H 0.879 3.338 -1.681 0.489 0.315 0.951 0.13
H -0.815 1.718 -1.594 -0.049 -0.588 0.289 0.14
H -2.332 -0.449 -1.580 0.259 -0.515 2.137 0.14
```
Positions in Å, forces in eV/Å.

Question: What is the charge in the second record?
Answer: 0